1.
Below is a molecular structure, C50H31Cl4F6N8O5S2Ti, with properties calculated with wB97M-V/def2-TZVPD.

Summary:
HOMO energy (spin up / spin down): -3.15 / -3.14 eV
Maximum force: 1.15 eV/A
E_tot: -6824.33812 Ha
Energy relative to the best compared isomer or geometry (same formula, charge and spin): 0.0 kJ/mol
Charge: -1
Kohn-Sham gap (spin up / spin down): 4.864 / 4.877 eV

The geometry in XYZ format:
```
107
Properties=species:S:1:pos:R:3:mulliken_charge:R:1
Ti -0.402 0.231 -0.199 -0.974
Cl -4.126 8.468 2.604 -0.243
C -3.568 6.919 2.023 0.408
C -2.212 6.716 1.823 -1.000
C -1.777 5.484 1.363 0.090
C -2.678 4.451 1.107 -0.679
C -4.034 4.689 1.311 0.112
C -4.488 5.918 1.770 -0.961
C -2.191 3.126 0.636 0.951
C -2.246 2.066 1.484 0.230
C -2.717 2.145 2.859 -1.557
C -2.643 0.918 3.386 -1.640
C -2.161 0.024 2.341 0.462
C -2.086 -1.331 2.437 0.820
C -2.418 -2.011 3.715 -0.384
C -3.678 -1.913 4.300 -0.284
C -3.966 -2.539 5.505 -0.953
C -2.982 -3.281 6.130 0.334
Cl -3.331 -4.070 7.647 -0.246
C -1.723 -3.416 5.568 -1.153
C -1.454 -2.785 4.365 0.224
C -1.740 -2.170 1.328 0.285
N -1.167 -1.738 0.144 0.724
C -0.961 -2.901 -0.583 0.020
C -0.240 -2.966 -1.811 0.822
C 0.046 -4.312 -2.372 -0.552
C 1.347 -4.809 -2.379 -0.201
C 1.636 -6.060 -2.906 -1.003
C 0.604 -6.823 -3.424 0.390
Cl 0.953 -8.400 -4.086 -0.244
C -0.700 -6.359 -3.428 -0.972
C -0.970 -5.105 -2.901 0.261
C 0.233 -1.865 -2.453 0.599
C 0.920 -1.892 -3.735 -1.675
C 1.097 -0.626 -4.121 -1.614
C 0.503 0.234 -3.109 0.261
N 0.079 -0.553 -2.022 1.453
C 0.226 1.549 -3.318 1.187
C -0.533 2.370 -2.432 0.185
C -0.885 3.701 -2.681 -1.506
C -1.595 4.141 -1.575 -1.657
C -1.644 3.066 -0.679 0.662
N -1.017 1.958 -1.207 0.815
C 0.633 2.163 -4.617 -1.066
C 1.966 2.445 -4.901 0.053
C 2.334 2.992 -6.123 -1.054
C 1.357 3.261 -7.063 0.440
Cl 1.811 3.949 -8.603 -0.248
C 0.022 2.994 -6.808 -0.985
C -0.329 2.446 -5.585 0.123
C -1.430 -4.021 0.115 -1.475
C -1.929 -3.554 1.320 -1.655
N -1.837 0.763 1.208 0.957
H -1.509 7.512 2.030 0.408
H -0.720 5.309 1.205 0.564
H -4.742 3.897 1.104 0.465
H -5.542 6.099 1.928 0.403
H -3.049 3.050 3.342 0.515
H -2.911 0.616 4.386 0.662
H -4.449 -1.344 3.796 0.538
H -4.948 -2.458 5.952 0.415
H -0.968 -4.008 6.068 0.422
H -0.478 -2.894 3.906 0.588
H 2.146 -4.196 -1.976 0.654
H 2.648 -6.440 -2.915 0.422
H -1.490 -6.969 -3.845 0.400
H -1.986 -4.729 -2.902 0.485
H 1.176 -2.789 -4.275 0.540
H 1.531 -0.274 -5.043 0.534
H -0.624 4.268 -3.559 0.533
H -2.024 5.116 -1.415 0.523
H 2.718 2.232 -4.156 0.642
H 3.371 3.209 -6.342 0.418
H -0.727 3.207 -7.559 0.396
H -1.369 2.230 -5.372 0.493
H -1.390 -5.040 -0.230 0.577
H -2.376 -4.130 2.114 0.542
F 1.912 3.894 0.294 -0.190
C 3.002 3.180 0.542 0.591
F 4.065 3.863 0.114 -0.242
F 3.131 3.000 1.850 -0.222
S 2.902 1.581 -0.414 0.693
O 1.492 1.265 -0.502 0.150
O 3.564 1.860 -1.649 -0.616
N 3.683 0.643 0.583 -0.459
S 4.023 -0.850 0.212 0.937
O 3.139 -1.457 -0.740 -0.545
O 4.334 -1.555 1.426 -0.760
C 5.648 -0.757 -0.676 0.516
F 5.495 -0.311 -1.916 -0.177
F 6.180 -1.984 -0.731 -0.220
F 6.503 0.039 -0.032 -0.234
C 2.637 -2.175 4.068 -1.151
N 1.849 -1.243 3.300 0.610
C 1.697 0.155 3.627 -0.468
C 0.996 0.675 2.385 -0.097
O 0.644 1.811 2.180 -0.530
N 0.818 -0.373 1.503 1.819
C 1.356 -1.459 2.069 -1.241
N 1.376 -2.663 1.506 0.155
H 2.541 -1.927 5.124 0.402
H 3.689 -2.143 3.775 0.183
H 2.252 -3.186 3.932 0.396
H 2.654 0.661 3.767 0.377
H 1.062 0.300 4.505 0.305
H 1.028 -2.719 0.555 -0.453
H 2.132 -3.285 1.736 0.448
```

=====

2.
Below is a molecular structure, C50H38BeBrF4P2, with properties calculated with wB97M-V/def2-TZVPD.

Summary:
HOMO energy: -3.77 eV
Maximum force: 1.54 eV/A
E_tot: -5599.06043 Ha
Charge: -1
Kohn-Sham gap: 5.980 eV

The geometry in XYZ format:
```
96
Properties=species:S:1:pos:R:3:nbo_charge:R:1
Be -0.838 0.251 -0.264 1.530
F 4.288 1.691 -6.586 -0.316
C 3.899 1.410 -5.319 0.222
C 4.705 1.707 -4.233 0.233
F 5.925 2.262 -4.433 -0.321
C 4.262 1.409 -2.949 0.326
F 5.174 1.670 -1.978 -0.358
C 3.038 0.825 -2.635 -0.378
P 1.662 0.351 -0.670 0.841
C 2.951 -0.969 -0.572 -0.299
C 2.470 -2.177 -1.086 -0.234
C 3.267 -3.300 -1.189 -0.205
C 4.589 -3.247 -0.774 -0.243
C 5.084 -2.060 -0.261 -0.231
C 4.281 -0.935 -0.164 -0.169
C 2.190 1.958 0.004 -0.234
C 3.490 2.433 0.111 -0.236
C 3.746 3.770 0.353 -0.211
C 2.708 4.662 0.540 -0.237
C 1.405 4.192 0.509 -0.214
C 1.154 2.864 0.230 -0.242
C 2.305 0.512 -3.772 -0.192
Br 0.671 -0.486 -3.637 0.000
C 2.684 0.792 -5.075 0.327
F 1.893 0.476 -6.127 -0.328
H 1.441 -2.231 -1.419 0.216
H 2.861 -4.218 -1.599 0.200
H 5.222 -4.124 -0.843 0.199
H 6.117 -2.009 0.065 0.201
H 4.722 -0.041 0.242 0.196
H 4.325 1.771 0.002 0.216
H 4.770 4.118 0.382 0.200
H 2.912 5.712 0.711 0.198
H 0.583 4.874 0.686 0.200
H 0.132 2.513 0.189 0.208
C -5.024 -0.695 4.077 -0.217
C -4.704 0.416 3.311 -0.212
C -4.027 0.265 2.118 -0.152
C -3.670 -1.008 1.670 -0.338
C -3.990 -2.117 2.444 -0.210
C -4.670 -1.960 3.638 -0.208
P -2.643 -1.104 0.173 0.774
C -2.729 -2.876 -0.297 -0.245
C -3.806 -3.509 -0.911 -0.211
C -3.747 -4.864 -1.185 -0.220
C -2.614 -5.599 -0.874 -0.190
C -1.522 -4.970 -0.301 -0.216
C -1.581 -3.617 -0.013 -0.216
C -3.711 -0.219 -0.987 -0.361
C -5.058 -0.471 -1.120 -0.206
C -5.799 0.177 -2.116 -0.243
C -5.192 1.095 -2.931 -0.157
C -3.835 1.433 -2.760 -0.105
C -3.216 2.412 -3.562 -0.190
C -1.904 2.732 -3.356 -0.211
C -1.178 2.111 -2.328 -0.183
C -1.709 1.134 -1.509 -0.661
C -3.065 0.779 -1.759 0.046
H -5.538 -0.573 5.019 0.209
H -4.975 1.403 3.657 0.211
H -3.759 1.133 1.528 0.217
H -3.700 -3.104 2.108 0.221
H -4.920 -2.827 4.234 0.210
H -4.695 -2.959 -1.184 0.221
H -4.592 -5.355 -1.649 0.210
H -2.592 -6.661 -1.074 0.209
H -0.623 -5.530 -0.085 0.218
H -0.722 -3.133 0.433 0.232
H -5.554 -1.165 -0.452 0.208
H -6.846 -0.066 -2.244 0.206
H -5.746 1.591 -3.717 0.202
H -3.806 2.899 -4.327 0.198
H -1.410 3.464 -3.982 0.211
H -0.153 2.420 -2.172 0.222
C -0.513 -0.705 2.933 -0.590
C 0.811 -0.368 2.228 -0.142
C 1.740 -1.566 2.500 -0.609
C 0.520 -0.232 0.717 -1.247
C 1.404 0.893 2.817 0.115
C 2.782 1.090 2.840 -0.174
C 3.331 2.229 3.399 -0.225
C 2.516 3.198 3.957 -0.233
C 1.144 3.018 3.947 -0.204
C 0.600 1.879 3.381 -0.260
H -0.866 -1.680 2.600 0.192
H -1.293 0.016 2.709 0.198
H -0.373 -0.746 4.013 0.203
H 1.195 -2.501 2.356 0.194
H 2.102 -1.540 3.527 0.201
H 2.598 -1.579 1.834 0.223
H 0.421 -1.278 0.362 0.211
H 3.442 0.355 2.403 0.204
H 4.405 2.364 3.386 0.204
H 2.952 4.093 4.381 0.201
H 0.494 3.772 4.374 0.198
H -0.474 1.778 3.380 0.206
```

=====

3.
Below is a molecular structure, C50H39CoN16O2S3, with properties calculated with wB97M-V/def2-TZVPD.

Summary:
⟨S²⟩: 3.807
HOMO energy (spin up / spin down): -1.64 / -5.26 eV
2S+1: 4
Maximum force: 3.00 eV/A
E_tot: -5532.45908 Ha
Energy relative to the best compared isomer or geometry (same formula, charge and spin): 183.2 kJ/mol
Charge: -1
Kohn-Sham gap (spin up / spin down): 3.192 / 7.009 eV

The geometry in XYZ format:
```
111
Properties=species:S:1:pos:R:3:mulliken_spin:R:1
Co 1.534 2.847 1.155 0.250
O -1.283 4.579 -0.924 0.108
C -0.262 4.122 -0.428 0.027
N -0.041 3.756 0.860 -0.030
C -0.935 3.797 1.879 0.055
O -2.066 4.271 1.888 0.162
C -0.367 3.084 3.044 0.198
C -1.100 2.920 4.222 0.028
C -0.568 2.185 5.255 0.042
C 0.713 1.648 5.094 0.178
C 1.384 1.862 3.908 -0.091
N 0.867 2.551 2.898 0.143
C 0.953 3.848 -1.226 0.031
C 1.012 4.156 -2.588 0.034
C 2.152 3.883 -3.305 -0.003
C 3.244 3.340 -2.619 0.052
C 3.118 3.063 -1.275 -0.025
N 2.001 3.282 -0.589 0.061
H -2.074 3.384 4.276 0.009
H -1.117 2.023 6.171 0.012
H 1.173 1.061 5.871 0.022
H 2.372 1.449 3.759 0.010
H 0.145 4.609 -3.040 0.007
H 2.220 4.089 -4.362 0.001
H 4.178 3.143 -3.121 0.003
H 3.957 2.649 -0.735 0.001
N 4.394 3.362 2.811 0.000
C 4.251 2.211 2.089 -0.005
N 5.165 1.255 1.958 0.000
N 4.579 0.326 1.209 0.000
N 3.389 0.673 0.894 -0.005
N 3.123 1.874 1.433 0.019
C 3.600 4.453 2.545 -0.001
N 3.861 5.689 2.937 0.000
N 2.837 6.407 2.469 0.006
N 2.010 5.672 1.838 0.007
N 2.447 4.407 1.850 0.035
H 5.302 3.556 3.201 0.000
N 0.708 1.378 0.535 -0.065
S 1.604 -0.693 -0.937 0.023
N 0.578 -1.869 -0.406 0.051
S -0.963 -1.906 -0.741 0.189
N -1.893 -0.657 -0.535 0.045
S -2.053 0.227 0.844 0.096
N 0.135 0.670 1.242 0.525
C -3.831 0.558 0.777 0.004
C -4.251 1.559 1.648 -0.031
C -5.567 1.977 1.625 0.005
C -6.455 1.407 0.723 0.001
C -6.027 0.412 -0.145 0.002
C -4.711 -0.011 -0.127 -0.016
C -2.047 -1.051 2.123 -0.030
C -0.830 -1.545 2.580 -0.002
C -0.807 -2.516 3.559 0.007
C -1.996 -2.987 4.106 0.015
C -3.205 -2.489 3.654 -0.013
C -3.238 -1.526 2.663 0.023
C -1.535 -3.296 0.168 -0.168
C -0.647 -4.208 0.756 0.189
C -1.142 -5.330 1.377 -0.084
C -2.513 -5.569 1.429 0.153
C -3.395 -4.644 0.869 -0.072
C -2.918 -3.523 0.238 0.128
C -1.199 -2.258 -2.446 -0.190
C -0.408 -3.244 -3.056 0.161
C -0.603 -3.549 -4.381 -0.079
C -1.590 -2.906 -5.124 0.189
C -2.392 -1.950 -4.506 -0.110
C -2.210 -1.626 -3.183 0.236
C 3.067 -1.666 -1.258 0.018
C 4.197 -0.973 -1.675 -0.005
C 5.379 -1.657 -1.878 -0.003
C 5.438 -3.027 -1.661 0.002
C 4.308 -3.711 -1.236 0.000
C 3.125 -3.029 -1.023 -0.019
C 1.057 -0.398 -2.630 -0.026
C 1.538 -1.107 -3.731 0.052
C 1.138 -0.735 -5.000 -0.015
C 0.275 0.334 -5.183 0.006
C -0.191 1.046 -4.081 0.019
C 0.212 0.694 -2.811 -0.011
H -3.534 2.005 2.319 0.029
H -5.905 2.751 2.300 -0.001
H -7.479 1.747 0.677 0.000
H -6.725 -0.033 -0.839 0.000
H -4.357 -0.768 -0.807 0.011
H 0.091 -1.186 2.153 0.036
H 0.141 -2.915 3.891 0.003
H -1.974 -3.737 4.879 0.006
H -4.134 -2.856 4.068 -0.002
H -4.185 -1.153 2.308 0.012
H 0.408 -3.991 0.732 0.061
H -0.461 -6.028 1.843 -0.003
H -2.893 -6.457 1.910 0.021
H -4.461 -4.810 0.938 -0.002
H -3.590 -2.800 -0.196 0.053
H 0.359 -3.734 -2.477 0.058
H 0.024 -4.288 -4.857 -0.002
H -1.724 -3.142 -6.169 0.027
H -3.155 -1.442 -5.077 -0.003
H -2.797 -0.867 -2.696 0.069
H 4.128 0.092 -1.826 0.006
H 6.263 -1.126 -2.194 0.000
H 6.364 -3.561 -1.819 0.000
H 4.356 -4.777 -1.060 0.000
H 2.241 -3.536 -0.668 0.009
H 2.204 -1.945 -3.587 0.024
H 1.507 -1.284 -5.855 0.004
H -0.030 0.619 -6.178 0.005
H -0.854 1.885 -4.222 0.006
H -0.139 1.243 -1.949 0.030
```

=====

4.
Below is a molecular structure, C50H41F9N4NaO4P2S, with properties calculated with wB97M-V/def2-TZVPD.

Summary:
HOMO energy: -5.28 eV
Maximum force: 1.80 eV/A
E_tot: -4592.11017 Ha
Energy relative to the best compared isomer or geometry (same formula, charge and spin): 142.7 kJ/mol
Charge: -1
Kohn-Sham gap: 7.257 eV

The geometry in XYZ format:
```
112
Properties=species:S:1:pos:R:3:mulliken_charge:R:1
Na -0.639 0.418 -1.321 2.014
C -2.802 -1.549 0.158 -0.986
C -2.282 -2.950 0.444 0.763
C -2.313 -3.803 -0.820 -1.760
C -0.870 -2.872 1.045 0.331
C -0.421 -4.187 1.742 -0.645
O 0.800 -4.531 1.106 -0.529
C 1.039 -3.553 0.182 0.115
N 0.176 -2.634 0.078 0.337
C 2.316 -3.613 -0.515 -0.279
C 3.066 -4.788 -0.453 -0.577
C 4.335 -4.845 -0.996 -0.689
C 4.873 -3.717 -1.594 -0.769
C 4.123 -2.560 -1.680 -0.129
C 2.832 -2.489 -1.164 -0.145
P 1.834 -0.963 -1.384 2.111
C 1.681 -1.026 -3.207 0.845
C 1.998 -2.126 -3.998 -0.867
C 1.779 -2.093 -5.364 -0.680
C 1.226 -0.975 -5.962 -0.948
C 0.884 0.115 -5.179 -0.873
C 1.106 0.087 -3.817 -0.719
C 3.269 0.175 -1.173 -0.731
C 3.683 0.367 0.146 -0.222
C 4.734 1.216 0.446 -0.510
C 5.377 1.901 -0.572 -0.812
C 4.958 1.736 -1.883 -0.745
C 3.912 0.880 -2.183 0.609
H -3.834 -1.585 -0.179 0.543
H -2.206 -1.090 -0.623 0.023
H -2.748 -0.924 1.046 0.068
H -2.924 -3.415 1.209 0.592
H -1.719 -3.332 -1.598 0.071
H -3.338 -3.912 -1.170 0.511
H -1.913 -4.799 -0.645 0.409
H -0.847 -2.028 1.746 -0.530
H -1.135 -5.004 1.605 0.308
H -0.235 -4.056 2.812 0.389
H 2.645 -5.655 0.035 0.529
H 4.910 -5.760 -0.947 0.395
H 5.875 -3.738 -1.999 0.422
H 4.540 -1.690 -2.166 0.428
H 2.406 -3.026 -3.562 0.353
H 2.025 -2.959 -5.962 0.373
H 1.046 -0.964 -7.029 0.395
H 0.432 0.986 -5.632 0.524
H 0.820 0.936 -3.215 0.558
H 3.177 -0.169 0.939 0.314
H 5.049 1.357 1.471 0.454
H 6.197 2.568 -0.344 0.390
H 5.449 2.283 -2.677 0.407
H 3.587 0.764 -3.207 0.373
F -3.757 1.137 8.152 -0.273
C -2.550 0.640 7.799 0.719
F -2.551 -0.636 8.223 -0.303
F -1.662 1.283 8.589 -0.275
C -2.237 0.790 6.344 0.394
C -2.004 -0.332 5.561 -0.670
C -1.636 -0.164 4.241 -0.025
C -1.498 1.092 3.662 -1.029
C -1.763 2.201 4.464 -0.009
C -2.126 2.062 5.790 -1.129
P -0.681 1.069 1.869 2.370
C -1.961 2.212 1.217 0.012
C -3.274 1.864 1.538 -0.626
C -4.352 2.549 1.022 -0.897
C -4.133 3.623 0.168 0.245
C -2.837 4.000 -0.154 -0.954
C -1.769 3.290 0.360 0.200
C -5.304 4.394 -0.349 0.707
F -5.702 5.357 0.526 -0.280
F -6.396 3.636 -0.550 -0.284
F -5.076 5.044 -1.500 -0.283
C 0.699 2.048 2.599 -0.007
C 1.772 1.327 3.117 -0.902
C 2.945 1.955 3.486 -0.770
C 3.051 3.332 3.339 0.344
C 1.967 4.073 2.880 -1.194
C 0.800 3.433 2.520 0.118
C 4.327 4.058 3.613 0.685
F 4.782 4.711 2.520 -0.256
F 5.335 3.264 4.008 -0.311
F 4.207 5.009 4.566 -0.285
H -2.095 -1.319 5.991 0.495
H -1.438 -1.034 3.629 0.323
H -1.671 3.195 4.047 0.450
H -2.312 2.928 6.410 0.394
H -3.449 1.041 2.215 0.251
H -5.362 2.259 1.274 0.415
H -2.663 4.834 -0.817 0.438
H -0.780 3.588 0.058 0.233
H 1.682 0.254 3.210 0.545
H 3.776 1.387 3.879 0.498
H 2.052 5.147 2.799 0.438
H -0.035 4.011 2.155 0.387
O 1.469 2.473 -1.684 -0.659
S 1.457 2.269 -0.237 0.584
N 0.330 1.415 0.216 -1.295
C -2.510 -2.779 -5.912 -1.066
N -2.489 -1.709 -4.950 0.382
C -3.261 -0.610 -5.105 -0.108
C -3.229 0.402 -4.221 -1.125
C -2.335 0.295 -3.086 0.402
O -2.246 1.191 -2.230 -0.788
N -1.587 -0.815 -2.959 0.082
C -1.618 -1.817 -3.828 -0.201
O -0.957 -2.840 -3.722 -0.728
H -3.496 -2.846 -6.375 0.392
H -2.265 -3.701 -5.386 0.292
H -1.757 -2.620 -6.692 0.263
H -3.919 -0.603 -5.968 0.366
H -3.844 1.278 -4.324 0.501
```

=====

Q: charge of number 4 (C50H41F9N4NaO4P2S)?
A: -1